# 1
The following is a quantum chemistry calculation of a molecular structure, C3H9AlBNO3, from OMol25.

Positions of all 18 atoms, in Å:
N (-1.560, 0.681, 1.559)
C (-1.604, 0.052, 0.250)
B (-0.379, -1.092, -0.027)
O (0.709, -1.198, 0.923)
C (1.934, -0.840, 0.187)
C (1.295, 0.229, -0.763)
O (2.000, 0.639, -1.893)
O (0.199, -0.608, -1.273)
H (-1.207, 0.055, 2.287)
H (-1.047, 1.567, 1.555)
H (-1.531, 0.893, -0.537)
H (-2.599, -0.460, 0.103)
H (-0.713, -2.242, -0.193)
H (2.177, -1.840, -0.286)
H (2.671, -0.458, 0.931)
H (1.002, 1.092, -0.101)
H (1.450, 1.335, -2.287)
Al (-2.800, 2.193, -0.436)

Values from the calculation:
**Charge**: +2
**HOMO energy**: -19.0 eV
**Calculated total energy**: -666.62307 a.u.
**M**: 144.90 g/mol
**HOMO-LUMO gap**: 5.84 eV

=====

# 2
The following is a quantum chemistry calculation of 2 unconnected molecules or ions with the total composition C3H9BO2, from OMol25.

Positions of all 15 atoms, in Å:
B (-2.376, 0.465, 0.005)
C (2.376, -0.489, 0.051)
C (1.230, 0.511, 0.157)
C (-0.073, -0.113, -0.330)
O (-2.832, -0.758, 0.267)
O (-1.141, 0.831, -0.244)
H (-3.660, 1.845, -0.027)
H (2.131, -1.403, 0.590)
H (2.568, -0.744, -0.988)
H (3.284, -0.073, 0.481)
H (1.445, 1.396, -0.443)
H (1.110, 0.831, 1.194)
H (0.022, -0.413, -1.381)
H (-0.319, -0.999, 0.263)
H (-3.763, -0.887, 0.403)

Values from the calculation:
**HOMO energy**: -9.4 eV
**Calculated total energy**: -295.04223 a.u.
**M**: 87.91 g/mol
**HOMO-LUMO gap**: 10.04 eV
**Relative energy (zero: lowest compared OMol25 entry of this formula, charge and spin)**: 1.630 eV

=====

# 3
The following is a quantum chemistry calculation of 3 unconnected molecules or ions with the total composition C3H9ClFN2, from OMol25.

Positions of all 16 atoms, in Å:
C (-0.968, 0.717, 2.037)
C (-0.695, 1.510, 1.078)
C (-3.318, -0.688, -0.154)
N (-2.877, 0.068, -1.176)
N (3.240, -1.319, -0.842)
F (-0.684, 1.075, -0.213)
Cl (-4.925, -0.853, 0.180)
H (-0.935, 0.946, 3.087)
H (-1.086, -0.350, 1.931)
H (-0.434, 2.478, 1.019)
H (-2.562, -1.174, 0.495)
H (-3.505, 0.576, -1.725)
H (-1.955, 0.339, -1.229)
H (2.964, -2.283, -0.884)
H (3.860, -0.889, -1.529)
H (2.506, -0.791, -0.520)

Values from the calculation:
**Charge**: +1
**HOMO energy**: -11.7 eV
**Calculated total energy**: -788.93306 a.u.
**M**: 127.57 g/mol
**HOMO-LUMO gap**: 5.85 eV
**Relative energy (zero: lowest compared OMol25 entry of this formula, charge and spin)**: 1.735 eV

=====

# 4
The following is a quantum chemistry calculation of 3 unconnected molecules or ions with the total composition C3H9ClN3, from OMol25.

Positions of all 16 atoms, in Å:
C (-0.102, 3.712, 0.365)
C (0.477, 1.254, 1.694)
C (0.053, -2.852, -1.083)
N (0.293, -1.893, -1.965)
N (0.107, -2.780, 0.221)
N (-1.284, 3.488, 0.295)
Cl (-0.204, 0.444, 0.385)
H (0.671, 4.307, 0.399)
H (1.494, 1.728, 1.479)
H (0.216, -3.863, -1.499)
H (0.328, -0.929, -1.429)
H (0.133, -1.941, -2.889)
H (-0.097, -3.598, 0.720)
H (0.108, 1.029, 2.755)
H (-0.029, -1.833, 0.658)
H (-2.164, 3.726, -0.107)

Values from the calculation:
**Charge**: +1
**HOMO energy (alpha / beta)**: -11.2 / -9.5 eV
**Calculated total energy**: -743.72316 a.u.
**M**: 122.58 g/mol
**HOMO-LUMO gap (alpha / beta)**: 7.61 / 5.96 eV
**Relative energy (zero: lowest compared OMol25 entry of this formula, charge and spin)**: 5.782 eV

=====

# 5
The following is a quantum chemistry calculation of a single C3H9ClO3Si molecule, from OMol25.

Positions of all 17 atoms, in Å:
Cl (-1.098, 1.419, -3.036)
O (1.071, -2.497, 0.867)
O (-1.094, -0.732, 1.219)
O (1.465, -0.192, 1.923)
C (-1.312, 1.292, -1.302)
C (0.005, 1.271, -0.529)
C (0.727, -0.102, -0.701)
Si (0.542, -0.965, 0.858)
H (1.261, -2.950, 1.661)
H (-1.648, -1.510, 1.010)
H (1.541, -0.601, 2.847)
H (-1.849, 2.249, -1.094)
H (-2.059, 0.546, -1.020)
H (0.631, 2.067, -0.918)
H (-0.287, 1.523, 0.529)
H (1.798, -0.133, -0.816)
H (0.307, -0.685, -1.499)

Values from the calculation:
**HOMO energy**: -10.3 eV
**Calculated total energy**: -1095.26078 a.u.
**M**: 156.64 g/mol
**HOMO-LUMO gap**: 10.56 eV
**Relative energy (zero: lowest compared OMol25 entry of this formula, charge and spin)**: 0.216 eV

=====

# 6
The following is a quantum chemistry calculation of 2 unconnected molecules or ions with the total composition C3H9ClOSi, from OMol25.

Positions of all 15 atoms, in Å:
C (1.606, -0.929, -0.079)
C (-0.989, 1.283, 1.297)
C (0.269, -0.777, -0.904)
O (-2.622, 0.451, -1.701)
Si (-1.161, -0.304, 0.293)
Cl (-2.060, -1.837, 1.125)
H (2.176, -1.809, -0.238)
H (2.168, -0.036, -0.465)
H (1.493, -0.777, 1.020)
H (-1.091, 2.173, 0.630)
H (-1.808, 1.536, 1.983)
H (0.098, 1.246, 1.828)
H (0.066, -1.683, -1.306)
H (0.178, -0.234, -1.876)
H (-3.401, 0.158, -1.323)

Values from the calculation:
**HOMO energy**: -8.9 eV
**Calculated total energy**: -944.58516 a.u.
**M**: 124.64 g/mol
**HOMO-LUMO gap**: 9.30 eV
**Relative energy (zero: lowest compared OMol25 entry of this formula, charge and spin)**: 4.322 eV